Entry from the OMol25 dataset: C10H19CeCl2NO as an isolated structure (wB97M-V/def2-TZVPD).

The geometry in XYZ format:
```
34
Properties=species:S:1:pos:R:3:mulliken_charge:R:1
Ce 1.1859 -0.2476 -0.4613 0.3383
Cl 0.1803 -2.6679 -0.8176 -0.6327
Cl 1.7765 2.1437 0.3373 -0.5885
C 3.2205 -0.7445 -0.5690 -0.6504
H 4.0679 -0.0499 -0.4711 0.1662
H 3.4447 -1.5765 -1.2523 0.1305
C -0.7482 1.5262 -1.8896 -0.3724
C 0.4033 1.0505 -2.3220 -0.0783
H -0.7894 2.2280 -1.0500 0.4609
C 0.5178 -0.1110 -3.2999 -0.0472
H 1.4087 1.3810 -1.8848 0.2980
C -0.5773 -0.0202 -4.3818 -0.8264
H 1.5045 -0.2026 -3.7800 0.2256
H 0.2767 -1.0304 -2.6853 -0.1192
C -1.9454 0.0667 -3.7175 -0.6515
H -0.4629 0.8144 -5.0913 0.3478
H -0.5524 -0.9358 -4.9801 0.3584
C -2.0170 1.2108 -2.6484 -0.6298
H -2.7419 0.2293 -4.4689 0.3073
H -2.1788 -0.8671 -3.1827 0.2890
H -2.4528 2.1103 -3.1465 0.3081
H -2.7387 0.9324 -1.8656 0.2888
C -1.4742 -0.4166 4.3912 -0.8232
N -0.0174 -0.5159 4.3188 0.1408
C 0.7458 -0.3746 5.5481 -0.8389
C 0.6751 -0.5667 3.1535 0.0644
O 0.1638 -0.5072 2.0084 -0.5727
H -1.7182 -0.4475 5.4568 0.3038
H -1.9473 -1.2629 3.8779 0.2780
H -1.8233 0.5328 3.9629 0.2870
H 1.3980 -1.2500 5.7179 0.3032
H 1.3944 0.5207 5.5191 0.3302
H 0.0526 -0.2817 6.3790 0.2694
H 1.7687 -0.6702 3.2951 0.3357
```

total charge = -1
E_LUMO (alpha / beta) = 2.53 / 2.53 eV
spin multiplicity = 2
HOMO level (alpha / beta) = -2.1 / -2.1 eV
largest force on an atom = 0.0676 Eh/bohr

---

Entry from the OMol25 dataset: C10H19CeNOSi as an isolated structure (wB97M-V/def2-TZVPD).

The geometry in XYZ format:
```
33
Properties=species:S:1:pos:R:3:mulliken_charge:R:1
C 3.2730 1.0328 1.1729 -0.4563
C 3.3190 1.7770 -0.0434 -0.5062
C 3.1376 0.8745 -1.1267 -0.5032
C 2.9824 -0.4395 -0.5944 -0.5056
C 3.0686 -0.3467 0.8378 -0.4426
Ce 0.8047 0.8219 0.2491 0.3286
N 0.2403 0.5479 2.0559 -0.2978
C -0.5557 2.8125 0.9301 -0.4389
C 0.3495 3.2670 0.0089 -0.4460
H 3.0599 1.1516 -2.1846 0.4175
H 3.4325 2.8613 -0.1154 0.6224
H 2.7539 -1.3438 -1.1550 0.4560
H 2.9360 -1.1562 1.5416 0.4552
H 3.3458 1.4387 2.1779 0.3948
H 1.2706 3.7878 0.2939 0.3137
H -0.4250 2.9739 2.0036 0.2340
H -0.4011 0.1971 2.7880 0.1396
H 0.1997 3.1220 -1.0766 0.3087
H -1.4761 2.2819 0.6262 0.2490
C -2.9651 -0.7674 -1.8437 -0.9874
Si -1.9132 -1.5745 -0.5229 0.1069
C -2.8598 -1.7493 1.0929 -0.9443
C -1.1691 -3.2035 -1.0597 -0.9860
O -0.6313 -0.5684 -0.4662 -0.1320
H -3.8001 -1.4414 -2.0644 0.3332
H -2.3554 -0.6112 -2.7447 0.2547
H -3.3396 0.2069 -1.5022 0.2686
H -3.7040 -2.4316 0.9019 0.3481
H -2.2346 -2.1812 1.8876 0.2706
H -3.2606 -0.7861 1.4407 0.2710
H -0.5625 -3.0465 -1.9629 0.2622
H -0.5254 -3.6159 -0.2706 0.2765
H -1.9950 -3.8917 -1.2756 0.3351
```

total charge = 0
E_LUMO = -0.24 eV
HOMO level = -8.2 eV
largest force on an atom = 0.0714 Eh/bohr

---

Entry from the OMol25 dataset: a 2-piece molecular cluster, C10H19Cl4N2O overall (wB97M-V/def2-TZVPD).

The geometry in XYZ format:
```
36
Properties=species:S:1:pos:R:3:mulliken_charge:R:1
C -1.8965 -3.9410 -1.0457 -0.6476
C -0.7957 -3.7283 -0.0474 -0.3562
C 0.0044 -2.3027 0.1050 0.0617
C 0.9071 -1.7971 -1.1916 -0.6321
C 2.0302 -0.8853 -0.3795 0.0352
C 1.9436 0.7470 -0.4459 -0.8620
C 0.6965 1.4269 0.3640 0.2177
O 0.1272 0.6198 1.4515 -0.4958
C -0.5589 1.9228 -0.5761 -0.4030
N -0.9516 0.8976 -1.6152 -0.4825
C 2.3619 -1.6507 1.0322 -0.6752
N 1.0332 -2.4053 1.2511 -0.0626
H -1.9920 -5.0006 -1.5547 0.2513
H -2.7032 -3.1097 -1.3112 0.2487
H -0.4621 -4.6238 0.6294 0.1916
H -0.8247 -1.4697 0.2005 0.2007
H 0.3640 -1.3337 -2.1182 0.2474
H 1.5461 -2.7815 -1.4071 0.3338
H 3.0124 -1.0966 -1.0248 0.4768
H 2.9798 1.2632 -0.1554 0.3257
H 1.7866 1.0273 -1.5957 0.3203
H 1.1290 2.4162 0.8737 0.2550
H -0.3345 1.1880 2.1361 0.2630
H -1.4641 2.1534 0.1671 0.0596
H -0.2712 2.9819 -1.0349 0.2263
H -0.6787 1.3150 -2.5326 0.2755
H -1.9946 0.8647 -1.5927 0.2407
H 3.3108 -2.3434 0.9732 0.2740
H 2.3927 -0.9467 1.9752 0.2942
H 0.5894 -2.0605 2.1361 0.3951
H 1.3025 -3.4261 1.1894 0.4318
C -2.5180 5.2158 1.0289 0.3650
Cl -2.2241 3.8949 2.1879 -0.1107
Cl -1.0216 5.5551 0.1231 -0.0918
Cl -3.8034 4.7340 -0.1070 -0.0895
Cl -3.0228 6.6790 1.9113 -0.0822
```

energy relative to the best compared isomer or geometry (same formula, charge and spin) = 519.34 kJ/mol
total charge = +1
E_LUMO = -2.78 eV
HOMO level = -12.2 eV
largest force on an atom = 0.0737 Eh/bohr

---

Entry from the OMol25 dataset: C10H19ClN2O9SV as an isolated structure (wB97M-V/def2-TZVPD).

The geometry in XYZ format:
```
43
Properties=species:S:1:pos:R:3:mulliken_charge:R:1
V 0.4886 0.0979 -0.0587 0.6128
O 2.1223 0.9912 3.6952 -0.5251
C 1.7012 1.1018 2.4695 0.5180
O 0.6946 0.5004 2.0882 -0.3568
C 2.6417 1.8371 1.5325 -0.5073
O 2.1286 1.5119 0.2678 -0.1606
C 2.5502 2.1449 -0.9407 -0.3758
C 1.3773 2.5561 -1.7692 0.1636
O 1.3611 3.6242 -2.3997 -0.7447
O 0.4662 1.6056 -1.6481 -0.4622
H 1.4381 0.4794 4.2861 0.4074
H 2.6280 2.9194 1.5699 0.4634
H 3.7486 1.5531 1.5690 0.3780
H 3.2927 2.9533 -0.7418 0.4452
H 2.9524 1.4005 -1.6357 0.1423
C -1.1219 -2.2246 -1.2326 -0.8692
C -1.9124 -2.2131 0.0862 -0.8060
N -1.1922 -1.3222 0.9718 -0.0199
C -2.1601 -0.5326 1.8764 -0.9595
C -2.3391 0.9848 1.4877 -0.4496
S -1.5591 1.4299 -0.0831 -0.1091
C -2.5190 0.6658 -1.4313 -0.5952
C -1.7009 -0.1179 -2.4349 -1.0170
N -0.5675 -0.8773 -1.6961 -0.0033
H -0.2740 -2.8782 -1.1968 0.4184
H -1.8312 -2.6843 -1.9458 0.3775
H -2.9412 -1.9687 0.0719 0.4529
H -1.7955 -3.2510 0.4332 0.3369
H -0.6703 -1.8638 1.6553 0.2637
H -3.0850 -1.0859 1.8486 0.5191
H -1.8945 -0.5327 2.9692 0.2770
H -3.3810 1.4042 1.2986 0.5183
H -1.6984 1.5635 2.2241 0.2086
H -3.3267 -0.0845 -1.1284 0.3500
H -3.0192 1.4288 -1.9935 0.5701
H -2.2615 -0.9098 -2.9019 0.5153
H -1.2953 0.4567 -3.2555 0.4376
H 0.1163 -1.0889 -2.4637 0.3057
O 3.9615 -1.6361 0.1758 -0.6193
Cl 2.6282 -1.9866 -0.2472 1.7048
O 2.4763 -3.2985 -0.8491 -0.6115
O 1.5965 -1.7159 0.8385 -0.6071
O 2.1753 -0.9378 -1.3616 -0.5872
```

energy relative to the best compared isomer or geometry (same formula, charge and spin) = 306.86 kJ/mol
total charge = 0
E_LUMO (alpha / beta) = -0.16 / -0.17 eV
spin multiplicity = 4
HOMO level (alpha / beta) = -6.2 / -8.6 eV
largest force on an atom = 0.0857 Eh/bohr

---

Entry from the OMol25 dataset: C10H19F6N3O4ReS3Si as an isolated structure (wB97M-V/def2-TZVPD).

The geometry in XYZ format:
```
47
Properties=species:S:1:pos:R:3:mulliken_charge:R:1
Re -1.2072 0.4130 0.3373 0.6416
F -5.6653 2.6843 -0.1228 -0.1345
C -5.4158 1.4051 -0.0359 0.5547
F -5.6884 0.7797 -1.1491 -0.1429
F -6.0017 0.8585 0.9955 -0.1467
S -3.5556 1.1948 0.2613 1.3345
O -3.2617 -0.2595 0.0734 -0.6733
O -3.0927 1.6083 1.5676 -0.5456
N -2.7092 1.8823 -0.9134 -0.6116
S -1.6324 3.0757 -0.6637 1.2192
O -1.1956 3.6353 -1.8792 -0.5348
O -0.5850 2.3665 0.1864 -0.5663
C -2.3083 4.4554 0.4761 0.6058
F -1.7457 4.3390 1.6495 -0.1758
F -3.6131 4.2954 0.5526 -0.1492
F -2.0050 5.5822 -0.0988 -0.1429
S -0.1871 -0.2038 2.2748 -0.3468
C 1.1341 -1.3841 2.0692 -0.0134
N 2.3341 -0.9683 1.7272 0.1155
C 3.5109 -1.8565 1.6995 -0.5408
C 3.2889 -3.0044 2.6698 -0.7053
C 1.9541 -3.6738 2.3919 -0.5135
N 0.8983 -2.6447 2.3530 -0.0533
H 2.4553 0.0220 1.5775 0.3255
H 4.3777 -1.2615 1.9777 0.4400
H 3.6575 -2.2189 0.6804 0.2627
H 3.3123 -2.6325 3.6952 0.3274
H 4.0911 -3.7321 2.5646 0.3622
H 1.6928 -4.3800 3.1766 0.3872
H 1.9614 -4.2085 1.4409 0.2988
H -0.0408 -2.8886 2.6322 0.2608
C 1.7018 -1.6063 -2.7057 -1.1222
Si 0.8803 -0.0726 -2.0474 0.4542
C -0.1798 0.7517 -3.3225 -0.9354
C 2.1131 1.0287 -1.1830 -0.9935
C -0.3712 -0.9982 -0.6856 -0.5877
H 2.3566 -1.3094 -3.5307 0.3628
H 0.9774 -2.3201 -3.0982 0.3714
H 2.3199 -2.1034 -1.9571 0.3072
H 0.4466 1.4428 -3.8928 0.3542
H -1.0312 1.3189 -2.9530 0.2829
H -0.5614 0.0004 -4.0169 0.3748
H 2.5388 1.7106 -1.9239 0.4250
H 2.9379 0.4287 -0.7925 0.3230
H 1.7193 1.6509 -0.3794 0.3109
H 0.3185 -1.6889 -0.1963 0.3736
H -0.9243 -1.5138 -1.4823 0.5598
```

energy relative to the best compared isomer or geometry (same formula, charge and spin) = 122.82 kJ/mol
total charge = +2
E_LUMO (alpha / beta) = -8.18 / -8.00 eV
spin multiplicity = 2
HOMO level (alpha / beta) = -15.2 / -15.7 eV
largest force on an atom = 0.0113 Eh/bohr

---

Entry from the OMol25 dataset: a 2-piece molecular cluster, C10H19F9O2PS overall (wB97M-V/def2-TZVPD).

The geometry in XYZ format:
```
42
Properties=species:S:1:pos:R:3:mulliken_charge:R:1
F -1.1500 4.0463 1.6439 -0.3734
C -0.4973 2.9221 1.1965 1.0050
F 0.0338 2.3508 2.2925 -0.2902
C 0.5051 3.3109 0.1322 -0.8020
C 1.8896 3.7274 0.6529 -0.6267
C 2.9815 3.3935 -0.3704 -0.9589
C 3.2554 1.9044 -0.5684 -1.1563
P 3.8680 0.9408 0.9897 -0.2266
C -1.6614 2.0059 0.6859 0.4772
F -2.6814 2.0375 1.5405 -0.2858
F -2.0918 2.5001 -0.4769 -0.2816
S -1.2548 0.1584 0.4290 1.4141
F -1.3104 -0.0671 1.9981 -0.3163
F -2.8241 -0.1600 0.3274 -0.3503
F -1.2139 0.3128 -1.1525 -0.3394
F 0.2934 0.3946 0.4911 -0.2108
F -0.9875 -1.3907 0.2459 -0.3199
H 0.0276 4.1437 -0.3964 0.3754
H 0.6087 2.4981 -0.5902 0.3069
H 1.8917 4.8118 0.8224 0.3155
H 2.1110 3.2471 1.6077 0.4340
H 3.9076 3.8870 -0.0497 0.4385
H 2.7000 3.8654 -1.3297 0.3398
H 2.3825 1.3930 -1.0046 0.2301
H 4.0701 1.8088 -1.3022 0.5670
H 2.5400 1.1270 1.6346 -0.2839
H 3.3862 -0.3355 0.3838 -0.1034
H 5.2034 0.7441 0.3594 0.0174
H 4.3350 2.2353 1.5849 -0.0631
H 4.3430 0.2118 2.1824 0.0791
O -3.7302 -7.1026 -2.1849 -0.5820
C -3.3941 -6.0912 -1.6390 0.4872
O -3.4766 -5.9353 -0.2966 -0.3717
C -3.0954 -4.5979 0.0803 -0.4081
C -2.2388 -4.0831 -1.0704 -0.1594
C -2.8477 -4.8193 -2.2592 -0.4967
H -4.0064 -4.0095 0.2101 0.2564
H -2.5718 -4.6558 1.0309 0.3053
H -2.2589 -3.0005 -1.1527 0.1067
H -1.2027 -4.3924 -0.9291 0.2653
H -3.6896 -4.2755 -2.6942 0.2701
H -2.1490 -5.0627 -3.0550 0.3153
```

energy relative to the best compared isomer or geometry (same formula, charge and spin) = 0.00 kJ/mol
total charge = -1
E_LUMO = 2.26 eV
HOMO level = -3.2 eV
largest force on an atom = 0.0070 Eh/bohr